Entry 1:
# C6H12N2O2

A cluster of 2 separate species, C6H12N2O2 in total (the ωB97M-V functional and the def2-TZVPD basis, the OMol25 dataset).

Frontier orbital gap ... 8.00 eV
HOMO ... -7.397 eV
Multiplicity ... 1
E ... -13488.72722 eV
LUMO energy ... 0.60 eV

```
22
Properties=species:S:1:pos:R:3:forces:R:3
C 0.0736 -0.3129 -2.0435 0.9399 0.6773 -0.8984
C 0.7850 0.1098 -0.9810 -0.4974 -0.6595 -0.5208
C 2.1581 0.5214 -0.9683 0.8082 -0.3047 1.3305
C -1.4631 -0.4837 -2.0591 1.3335 3.6457 0.6375
C 1.2169 0.3675 2.1652 -1.8584 0.2756 2.5228
C 0.1406 0.7598 1.2487 -1.6351 -1.1862 -1.2992
N -1.0122 0.0100 1.3758 0.2934 -0.1339 0.7161
N 0.0490 2.0419 0.9181 -2.0001 1.6362 -0.8767
O 2.5634 1.6637 -0.7697 -0.2412 -0.8063 -0.3991
O 3.0837 -0.5398 -0.8117 1.5537 4.6556 0.5293
H 0.5817 -0.3365 -3.0929 -0.9231 0.0242 1.6578
H -1.7400 -0.8669 -1.0475 -0.5301 -0.3576 -1.4676
H -1.8079 0.6628 -2.1070 0.2925 -2.2878 0.3211
H -1.7857 -0.8235 -3.0401 -0.4648 -1.0201 0.6294
H 2.1473 0.7173 1.8827 1.9132 0.6923 -0.6622
H 1.2162 -0.6940 2.3144 0.2249 -0.5321 -0.0176
H 0.9218 0.8553 3.1903 0.6287 -0.8206 -1.7798
H -0.8789 -0.9320 1.7339 0.0193 0.4889 -0.2398
H -1.8173 0.0777 0.7685 0.4879 0.4305 -0.0698
H 2.6464 -1.2993 -1.0042 -2.1272 -3.6609 -0.9225
H -0.8063 2.3246 0.3609 1.7452 -0.5296 0.9066
H 0.9006 2.5184 0.6427 0.0368 -0.2269 -0.0976
```
Forces are in eV/Å.

Entry 2:
# C30H56AsO2

A structure of composition C30H56AsO2 (the ωB97M-V functional and the def2-TZVPD basis, the OMol25 dataset).

Frontier orbital gap ... 6.25 eV
Total charge ... -1
HOMO ... -3.695 eV
Multiplicity ... 1
E ... -96939.32680 eV
LUMO energy ... 2.56 eV

```
89
Properties=species:S:1:pos:R:3:forces:R:3
C 2.6295 -5.6983 1.9969 -0.7623 0.2598 0.6964
C 1.7796 -4.5708 1.2195 0.6640 0.1888 -0.9969
C 2.5176 -3.1239 1.1744 -0.0819 -0.5607 -0.9207
C 2.3081 -2.4294 -0.2879 0.6621 -1.0369 0.4661
C 3.3142 -3.2391 -1.2899 0.1232 -0.0222 0.0964
C 4.6733 -2.4296 -1.5860 -0.2157 -0.2035 -0.2483
C 4.4531 -1.0592 -2.3954 -0.8553 0.1181 0.6339
C 4.6380 0.2557 -1.4414 0.8636 -1.0904 -1.4582
C 6.0450 0.9160 -1.8410 0.4670 -0.1839 0.7639
C 6.3296 2.3650 -1.1953 -0.2902 0.5473 -1.0772
C 5.0671 3.0543 -0.4842 0.8282 1.0454 0.7084
C 4.9627 2.6564 1.0871 -0.7810 0.3116 -0.3083
C 3.5747 1.9281 1.4751 0.2682 0.0662 1.3496
C 2.3197 2.9573 1.5302 1.0430 0.5121 -0.9734
C 1.1751 2.6373 0.4493 1.8923 1.1767 -0.5060
As -0.5020 1.7851 1.2025 0.2012 -0.0593 0.2458
C -2.0612 0.8177 2.0644 -1.5999 -0.5713 1.1539
C -3.5139 1.2412 1.5257 -0.6739 -0.8971 0.7326
C -4.5255 1.7498 2.6929 0.7465 -0.1657 0.1415
C -5.5106 0.5712 3.1576 -0.0754 0.1088 -0.2911
C -6.9727 0.5996 2.4907 -0.0288 -1.8064 1.4991
O -7.4675 1.9215 2.1488 0.4397 -1.0576 -2.7624
C -7.3689 2.2012 0.7599 1.8237 3.7586 -1.0113
C -7.9487 1.3059 -0.4258 0.7736 -0.7358 -0.4684
O -6.8065 3.2851 0.4288 -2.4005 -4.0709 1.3998
C -1.1593 1.3713 -0.7062 0.1219 -0.4405 -1.7449
C -1.2610 -0.2031 -1.0171 0.1990 0.0292 -0.8649
C -2.4646 -0.6218 -1.9825 -1.8554 -1.5876 -2.5221
C -2.1428 -1.6023 -3.1732 -3.9252 0.7451 -0.0205
C -3.2724 -2.1027 -4.1451 -1.1199 2.1065 2.4962
C -4.7561 -1.6596 -3.9848 2.8816 1.7623 2.8921
C -5.0671 -0.6514 -2.8316 3.7038 -1.4307 -0.4141
C -3.9354 -0.1568 -1.8662 0.2499 -2.0914 -2.4601
H 3.4301 -5.2116 2.6548 -1.1512 -0.7024 -0.8343
H 1.8920 -6.2663 2.6785 1.3814 0.6491 -0.9672
H 3.1518 -6.4497 1.3121 -0.8146 1.1449 0.8046
H 1.6954 -4.9366 0.1241 -0.0785 0.6627 1.7073
H 0.7153 -4.4383 1.6125 1.5303 -0.3297 -0.3840
H 3.6525 -3.3471 1.2266 -1.7216 0.6203 0.2843
H 2.1722 -2.4508 2.0338 0.5914 -0.9690 -1.2288
H 1.2316 -2.5507 -0.6687 1.5215 0.3669 0.7815
H 2.5818 -1.3222 -0.1949 -0.4884 -1.5181 -0.3860
H 2.7655 -3.5701 -2.2510 0.9649 0.7916 1.2945
H 3.6363 -4.2299 -0.7819 -0.6120 1.5287 -0.7228
H 5.1400 -2.2056 -0.5516 -0.4999 -0.3562 -1.6845
H 5.3833 -3.0989 -2.1920 -0.9363 0.8287 1.0617
H 3.3642 -1.0601 -2.7653 1.5496 -0.0259 0.4330
H 5.1114 -0.9760 -3.3358 -0.8436 -0.2119 1.5443
H 3.7258 0.9075 -1.6413 1.4333 -0.6020 0.6397
H 4.7280 -0.0985 -0.3558 -0.5036 0.7486 -1.5333
H 6.2101 0.9346 -2.9814 -0.5357 0.0888 1.7157
H 6.8631 0.2068 -1.4331 -1.2726 0.9055 -0.7338
H 6.6495 3.0522 -2.0725 -0.4557 -1.0110 1.4018
H 7.2315 2.3397 -0.4863 -1.4334 -0.0096 -0.8568
H 4.0759 2.9277 -1.0474 1.5251 -0.0599 0.8790
H 5.2756 4.1945 -0.4934 -0.3381 -1.7662 -0.1564
H 5.8934 2.0608 1.3864 -1.3622 0.5495 -0.4358
H 5.0055 3.6349 1.7051 -0.0888 -1.5773 -0.9167
H 3.7369 1.5083 2.5442 -0.3094 0.5342 -1.6414
H 3.3254 1.0258 0.8235 0.4155 1.3454 0.7324
H 2.7657 3.9907 1.2507 -0.6764 -1.4687 0.5527
H 1.9558 3.0571 2.6072 0.1355 -0.3242 -1.4782
H 0.9074 3.6304 -0.0747 0.2345 -1.4226 0.6797
H 1.6513 1.9523 -0.3521 -0.8028 0.8986 1.1213
H -1.2811 3.1525 1.1602 -0.3803 0.2916 -0.0566
H 0.0021 2.1298 2.6644 0.2495 0.0230 0.2142
H 0.2886 0.4098 1.2248 0.2731 -0.5329 -0.0851
H -1.8516 -0.3189 1.9963 -0.5617 1.7081 -0.0838
H -2.0346 1.0502 3.2000 0.1321 -0.2298 -1.7674
H -3.5120 2.0453 0.7152 0.3812 -1.1018 1.0298
H -4.0036 0.2779 1.1048 0.6425 1.6103 0.2812
H -5.0431 2.6885 2.3039 0.2632 -1.4139 0.7311
H -3.9331 2.0658 3.6359 -0.7790 -0.4477 -1.6541
H -5.6391 0.5461 4.2912 0.1874 0.2095 -1.4846
H -5.0381 -0.4413 2.8528 -0.7080 1.6009 0.5805
H -7.7024 0.1804 3.2865 1.0232 0.7008 -1.3718
H -6.9778 -0.1564 1.6367 -0.1681 1.4021 0.7866
H -7.4275 1.6594 -1.3949 -0.7824 -0.3300 1.7950
H -7.6744 0.1855 -0.3396 -0.6509 1.8199 0.1119
H -9.0684 1.4142 -0.6082 1.4503 -0.0793 0.7043
H -2.1124 1.9356 -0.9829 1.1239 -0.8527 0.4675
H -0.3284 1.7962 -1.3916 -1.4196 -0.6109 0.9515
H -0.2910 -0.4841 -1.5850 -1.5995 0.2166 0.8837
H -1.2288 -0.8489 -0.0559 -0.3650 1.0917 -1.4181
H -1.0949 -2.0071 -3.3810 -1.6023 0.8247 0.5568
H -3.0445 -2.8200 -5.0028 -0.1273 1.1261 1.4211
H -5.5986 -2.0339 -4.6593 1.5108 0.5805 1.0313
H -6.1252 -0.2788 -2.6487 1.5769 -0.5639 -0.3417
H -4.2558 0.5694 -1.0532 0.6844 -1.0760 -1.1839
```
Forces are in eV/Å.

Entry 3:
# C4H5NO

A cluster of 2 separate species, C4H5NO in total (the ωB97M-V functional and the def2-TZVPD basis, the OMol25 dataset).

Frontier orbital gap (spin up / spin down) ... 7.57 / 8.67 eV
HOMO (spin up / spin down) ... -6.418 / -9.261 eV
Multiplicity ... 3
⟨S²⟩ ... 2.014
E ... -7758.12615 eV
LUMO energy (spin up / spin down) ... 1.15 / -0.59 eV

```
11
Properties=species:S:1:pos:R:3:forces:R:3
C -0.9387 0.4830 -0.0936 -1.1056 0.3147 -0.0619
C 0.1756 1.0531 -0.1677 1.0641 1.4393 0.5668
C 1.9994 -0.7378 -0.1367 1.4009 -0.4040 -0.6156
C -2.4031 0.4001 -0.2511 2.7309 -0.0125 -0.1891
N 2.4736 -0.7797 0.9928 0.0823 -1.3042 -0.1612
O -1.5601 -0.6800 0.1664 0.0787 -1.5351 0.3501
H 0.8379 1.8956 -0.0651 -0.2495 -0.3694 -0.2730
H 1.9732 -1.2550 -1.1504 0.0088 0.0343 1.4604
H -2.8871 0.8648 0.5234 -1.8675 0.8892 1.3643
H -2.6298 0.3824 -1.2604 -1.4081 -0.1328 -1.6029
H 2.9592 -1.6265 1.4423 -0.7351 1.0803 -0.8378
```
Forces are in eV/Å.

Entry 4:
# C7H28N14O7Ti

A structure of composition C7H28N14O7Ti (the ωB97M-V functional and the def2-TZVPD basis, the OMol25 dataset).

Frontier orbital gap (spin up / spin down) ... 3.71 / 10.27 eV
Total charge ... +1
HOMO (spin up / spin down) ... -5.360 / -11.958 eV
Multiplicity ... 4
⟨S²⟩ ... 3.752
E ... -66024.93007 eV
LUMO energy (spin up / spin down) ... -1.65 / -1.69 eV

```
57
Properties=species:S:1:pos:R:3:forces:R:3
Ti 0.6779 -0.1115 0.2165 -0.1671 0.1731 -0.2911
C 2.6068 2.5806 0.6598 -0.5830 -0.5153 0.9489
O 2.1862 1.5111 1.1010 0.1727 -0.4374 -0.6977
N 2.0228 3.2383 -0.3584 -0.2074 1.2686 -1.1681
N 3.6586 3.2073 1.2569 0.0130 0.1187 -0.3318
H 2.2975 4.1689 -0.6264 0.4521 -0.1525 0.1480
H 1.3753 2.8259 -1.0106 -0.2295 -0.6797 0.6082
H 3.7421 4.2036 1.1716 0.3168 -0.0185 0.1292
H 4.0693 2.7209 2.0319 -0.0544 0.1814 0.1826
C -1.6280 -3.1038 0.2293 1.4375 0.9288 -2.4605
O -0.7779 -2.2620 -0.1129 -0.0833 0.0927 1.0971
N -2.9306 -2.8011 0.3712 0.0564 -0.5726 0.7704
N -1.2633 -4.4259 0.2415 -0.4113 -0.0963 0.5522
H -3.2521 -1.8619 0.1397 -0.1388 -0.2399 -0.1892
H -3.5133 -3.6199 0.3424 -0.7323 0.5396 0.0782
H -1.9719 -5.1230 0.0822 0.1026 -0.1112 0.0561
H -0.3710 -4.5872 -0.1897 0.0397 -0.0537 0.0159
C 2.3757 0.6669 -2.4518 0.0369 -0.0150 0.3877
O 1.2628 0.6496 -1.9260 0.0248 0.2631 0.2512
N 3.4297 -0.0821 -2.0048 -0.0238 -0.4619 -0.1374
N 2.7008 1.4672 -3.5086 0.6556 0.2043 -0.4971
H 3.2083 -0.7765 -1.2969 -0.1930 0.1270 0.0812
H 4.0666 -0.4217 -2.7106 0.0984 0.1765 0.0577
H 2.1802 2.2907 -3.7526 -0.4888 -0.2325 0.2198
H 3.6933 1.6000 -3.6244 -0.0482 0.0210 -0.1274
C -1.5000 2.7428 0.1688 -1.1553 0.0936 1.2409
O -0.6131 1.9416 -0.0482 0.6306 -0.4245 -0.2325
N -2.8239 2.3865 0.2518 1.2083 0.3915 -0.3379
N -1.2711 4.0490 0.5480 0.0124 0.1507 -0.3554
H -3.5045 3.1072 0.3927 -0.3398 -0.3236 0.0905
H -3.0471 1.4129 0.1232 -0.4478 -0.0418 -0.1609
H -2.0051 4.7246 0.4223 0.0252 0.0135 0.0811
H -0.3365 4.4150 0.5235 0.1208 -0.2422 -0.1775
C -0.8845 -0.2973 3.1414 0.1829 0.9402 -0.2553
O 0.0337 -0.3568 2.3277 0.0660 -0.6456 0.1785
N -1.9806 -1.0889 3.1230 0.0824 -0.1353 0.0356
N -0.8641 0.6597 4.1077 -0.0957 0.1916 0.4768
H -2.0555 -1.7788 2.3967 -0.1805 0.1270 -0.0952
H -2.7940 -0.8100 3.6393 -0.1011 -0.2449 -0.0103
H -0.0417 1.2211 4.2257 0.0648 -0.0072 -0.3128
H -1.6517 0.8908 4.6848 -0.0191 -0.2332 0.0384
C 2.6615 -2.8687 0.5207 -0.0923 -0.2118 0.1328
O 2.5053 -1.6792 0.2709 -0.4727 0.2581 0.1055
N 2.8803 -3.3400 1.7742 0.1223 -0.3299 0.4655
N 2.6646 -3.8121 -0.4712 0.2368 0.2106 0.4313
H 2.6145 -2.8207 2.5929 0.1404 0.5263 -0.2949
H 3.0408 -4.3152 1.9573 -0.1290 -0.0402 -0.2315
H 2.8172 -4.7634 -0.1892 -0.2732 -0.1670 -0.3951
H 2.0972 -3.5834 -1.2696 0.1711 -0.1296 -0.1843
C -3.4657 0.1255 -1.9609 0.9351 -0.5687 -0.7514
O -3.9944 -0.1349 -0.8836 -0.1488 0.0601 0.4362
N -2.1332 -0.0766 -2.2130 -1.3821 -0.0204 0.2555
N -4.1429 0.5573 -3.0621 -0.1167 0.2222 0.0271
H -1.5811 -0.4662 -1.4541 0.4886 0.2776 -0.2156
H -1.7545 0.4550 -2.9750 0.6755 -0.1859 0.2465
H -5.0470 0.9833 -2.9897 -0.0953 -0.1537 0.1123
H -3.6688 0.5655 -3.9464 -0.1594 0.1342 -0.0282
```
Forces are in eV/Å.